# C31H55Cl8FO7

A 12-piece molecular cluster, C31H55Cl8FO7 overall (ωB97M-V with the def2-TZVPD basis set, the Open Molecules 2025 dataset).

Output
Highest occupied orbital energy: -9.278 eV
Energy above the lowest of the compared OMol25 structures with the same formula, charge and spin: 0.0 kJ/mol
Spin multiplicity: 1
SMILES: Fc1ccccc1.CC(C)=O.CC(C)=O.CC(C)=O.CC(C)=O.CC(C)=O.CC(C)=O.CC(C)=O.ClCCl.ClCCl.ClCCl.ClCCl
Total charge: 0
Kohn-Sham gap: 9.51 eV
DFT total energy: -5522.29267 Eh
Lowest unoccupied orbital energy: 0.2300 eV

Each line ends with the Mulliken charge.
Positions of all 102 atoms, in Å:
F -4.3140 1.1383 2.3876  -0.41
C -3.0654 0.8996 2.8559  0.64
C -2.8435 -0.2967 3.5049  -0.76
C -1.5854 -0.5383 4.0461  -0.34
C -0.5623 0.3826 3.8691  -0.59
C -0.8174 1.5778 3.2136  -0.40
C -2.0754 1.8388 2.6787  -0.55
H -3.6550 -0.9975 3.6548  0.46
H -1.4083 -1.4913 4.5248  0.62
H 0.4304 0.1630 4.2481  0.47
H -0.0256 2.2881 3.0143  0.38
H -2.2775 2.7468 2.1274  0.53
C 1.5438 -4.0366 -0.6540  -0.20
C 2.8727 -3.6743 -1.2630  0.54
C 3.2759 -2.2253 -1.2623  -0.22
O 3.5801 -4.5280 -1.7372  -0.61
H 1.6571 -5.0103 -0.1809  0.37
H 0.7869 -4.1392 -1.4355  0.33
H 1.1726 -3.3019 0.0565  -0.37
H 4.2094 -2.0892 -1.7987  0.40
H 3.2864 -1.7942 -0.2629  -0.03
H 2.4791 -1.6708 -1.7818  -0.14
C -2.5695 6.0153 -1.2975  -1.31
C -1.5546 4.9318 -1.0299  0.63
C -1.0877 4.1480 -2.2206  -0.27
O -1.1969 4.6676 0.0942  -0.52
H -3.3124 6.0555 -0.5051  0.33
H -3.0427 5.8777 -2.2702  0.32
H -2.0738 6.9911 -1.3232  0.41
H -1.9123 3.5386 -2.6021  0.20
H -0.2873 3.4663 -1.9406  -0.21
H -0.7155 4.7826 -3.0276  0.44
C 2.7641 1.7549 -3.4928  0.05
C 3.7378 2.7523 -4.0700  0.60
C 3.1567 4.0111 -4.6593  -1.03
O 4.9227 2.5349 -4.0900  -0.58
H 3.1676 0.7525 -3.6223  0.29
H 1.8020 1.8077 -4.0075  -0.02
H 2.5897 1.9698 -2.4390  -0.11
H 2.6363 4.5674 -3.8695  0.21
H 2.4090 3.7755 -5.4178  0.30
H 3.9541 4.6246 -5.0656  0.34
C 0.3975 1.2517 -0.2776  0.12
C 0.0489 -0.1007 0.2650  0.38
C -1.2605 -0.6872 -0.1537  -0.32
O 0.7735 -0.6736 1.0510  -0.06
H -0.3981 1.9666 -0.0501  0.11
H 0.4900 1.2273 -1.3678  0.17
H 1.3347 1.5749 0.1672  -0.52
H -1.7134 -1.3058 0.6192  0.27
H -1.1091 -1.3114 -1.0375  0.05
H -1.9714 0.0863 -0.4394  -0.23
C 0.0105 -3.3250 2.6691  0.44
C -1.1064 -4.2734 2.3254  0.76
C -2.0815 -4.5585 3.4419  -1.34
O -1.2084 -4.8072 1.2446  -0.57
H -0.3666 -2.3326 2.3949  -0.38
H 0.9322 -3.4397 2.1160  -0.44
H 0.1970 -3.3333 3.7437  0.47
H -3.0059 -4.9819 3.0585  0.38
H -2.3150 -3.6307 3.9748  0.25
H -1.6250 -5.2360 4.1640  0.34
C -3.1086 -3.7891 -1.7525  -0.74
C -4.1039 -2.6840 -2.0004  0.78
C -4.9222 -2.7712 -3.2684  -1.26
O -4.2478 -1.7736 -1.2190  -0.49
H -3.5480 -4.7584 -1.9880  0.50
H -2.8332 -3.7988 -0.6982  0.03
H -2.2163 -3.6091 -2.3550  0.19
H -4.2648 -2.8403 -4.1352  0.33
H -5.5436 -1.8806 -3.3485  0.28
H -5.5762 -3.6415 -3.2050  0.39
C 3.5343 -2.5542 2.5326  -0.44
C 3.4823 -2.2305 4.0053  0.83
C 4.3640 -3.0961 4.8899  -1.46
O 2.8165 -1.3317 4.4580  -0.48
H 3.3466 -3.6325 2.4641  0.46
H 4.5594 -2.4319 2.1755  0.64
H 2.8123 -2.0004 1.9409  -0.57
H 4.0200 -4.1321 4.8138  0.35
H 4.2408 -2.7985 5.9280  0.37
H 5.3984 -3.0329 4.5612  0.36
Cl 4.2673 1.4165 1.0229  -0.16
C 3.1434 1.3296 2.3877  1.32
Cl 2.6863 2.9426 2.9631  -0.20
H 2.2483 0.8136 2.0512  -1.35
H 3.5810 0.7701 3.2047  0.33
Cl -4.0098 2.8516 -0.2250  -0.10
C -4.6399 1.3901 -0.9806  0.13
Cl -4.4329 1.4133 -2.7303  -0.18
H -4.1237 0.5261 -0.5844  -0.31
H -5.6898 1.2935 -0.7300  0.45
Cl -0.1879 -0.6897 -3.6309  -0.05
C -1.4402 0.0851 -4.6325  0.00
Cl -0.9910 1.7350 -5.0543  -0.14
H -1.5568 -0.4939 -5.5389  0.42
H -2.3538 0.1066 -4.0504  -0.25
Cl 2.8806 6.9250 -0.2811  -0.19
C 2.6559 5.3652 0.5273  -0.57
Cl 2.1792 4.1016 -0.6067  0.10
H 3.6090 5.0720 0.9468  0.36
H 1.8892 5.4577 1.2841  0.29

Force components x, y, z for each atom (eV/Å):
F 0.1 0.0 0.0
C -0.3 -0.2 0.0
C 0.0 -0.1 0.5
C -0.2 0.0 -0.5
C 0.2 0.0 0.3
C -0.1 -0.1 -0.5
C 0.1 0.1 0.0
H 0.0 0.0 -0.1
H 0.1 0.1 0.2
H 0.0 0.0 0.0
H 0.0 0.0 0.2
H 0.0 0.0 0.0
C -0.1 -0.1 0.1
C 0.0 0.2 0.2
C -0.6 0.2 -0.5
O 0.2 -0.2 -0.2
H -0.2 0.0 0.1
H 0.1 0.0 -0.1
H 0.1 0.1 0.0
H 0.1 0.0 0.1
H 0.2 -0.1 0.1
H 0.1 0.0 0.0
C 0.1 0.3 -0.2
C -0.3 -0.1 0.0
C 0.5 -0.4 -0.1
O 0.1 0.0 0.2
H 0.0 -0.1 0.0
H -0.1 0.0 0.1
H 0.1 -0.1 0.0
H -0.1 0.2 0.0
H 0.0 0.1 0.1
H -0.2 0.1 0.0
C -0.2 -0.1 -0.3
C -0.2 0.0 -0.2
C -0.1 0.2 0.4
O 0.3 0.0 0.1
H 0.1 0.0 0.2
H 0.0 0.0 0.1
H 0.1 -0.1 0.1
H 0.0 0.0 -0.1
H 0.1 0.0 -0.1
H 0.0 0.0 -0.1
C 0.1 0.0 0.0
C -0.3 0.3 0.2
C -0.4 -0.2 -0.2
O 0.3 -0.2 0.0
H 0.0 0.0 0.1
H 0.0 -0.1 0.0
H 0.0 0.1 -0.1
H 0.2 0.0 0.1
H 0.0 0.0 0.0
H 0.0 0.1 0.0
C -0.5 0.4 0.2
C 0.5 -0.6 0.1
C -0.3 0.5 0.0
O -0.1 0.1 -0.2
H 0.2 0.0 0.2
H 0.0 -0.4 -0.1
H 0.1 0.1 0.0
H 0.1 -0.1 0.0
H 0.0 -0.1 0.0
H 0.0 -0.1 0.0
C -0.2 0.1 0.5
C 0.0 -0.2 -0.2
C -0.1 0.4 0.3
O 0.0 0.2 0.2
H 0.2 0.0 -0.3
H 0.1 0.1 -0.1
H 0.0 -0.2 -0.1
H -0.1 -0.2 -0.1
H 0.0 0.0 0.0
H 0.1 -0.1 -0.2
C 0.1 -0.6 0.4
C 0.5 0.0 -0.1
C -0.7 0.0 0.0
O -0.3 0.2 0.1
H -0.1 0.1 -0.3
H -0.1 0.2 -0.1
H 0.0 0.2 0.1
H 0.2 0.0 -0.1
H 0.2 0.2 0.0
H 0.1 -0.1 0.1
Cl 0.0 -0.1 0.1
C -0.3 -0.2 -0.1
Cl 0.0 0.0 0.1
H 0.0 0.1 0.0
H 0.2 0.1 0.0
Cl 0.1 0.1 -0.1
C -0.1 -0.3 0.5
Cl 0.0 0.0 -0.2
H 0.1 0.0 0.0
H -0.1 0.2 -0.2
Cl -0.1 0.0 -0.1
C 0.1 -0.1 0.2
Cl -0.1 0.1 -0.1
H 0.1 0.0 -0.1
H 0.0 0.1 0.0
Cl -0.1 0.0 0.0
C 0.2 0.0 -0.1
Cl 0.0 0.0 -0.1
H 0.0 0.0 0.1
H -0.1 0.0 0.0